# 1
The following is a DFT calculation (ωB97M-V/def2-TZVPD) of one molecule with the formula C4H7NO3 at a distorted geometry.

The geometry in XYZ format:
```
15
Properties=species:S:1:pos:R:3:forces:R:3
O -3.0887 0.3131 -0.0182 -3.792 -4.444 -2.536
H -3.9304 -0.3555 -0.2931 3.047 3.326 1.162
H 0.3095 0.7913 1.6791 1.568 1.710 -3.927
C -1.0481 -0.2234 0.1163 2.152 3.957 -1.190
H 1.7473 -1.8164 0.2228 -1.703 0.968 -0.880
O -0.7203 1.1719 -0.3203 2.432 -3.546 3.441
N -2.0988 -0.7885 -0.0801 -4.846 0.256 0.741
H 0.5924 -1.6741 -1.2063 0.214 1.186 1.147
H 1.1938 2.1700 0.5426 -1.901 -2.010 -0.851
H 1.3984 0.8466 -1.2572 1.263 -1.716 0.050
C 0.6207 1.1202 0.4231 0.282 3.875 4.094
C 1.5495 0.1709 -0.3523 1.921 6.679 -0.469
C 0.9894 -1.1016 -0.3045 -0.710 -5.566 2.032
O -0.0972 -0.8449 0.7296 1.196 -4.920 -1.786
H 2.5825 0.2205 0.1185 -1.123 0.246 -1.026
```
Positions in Å, forces in eV/Å.

Computed properties:
LUMO: 0.8 eV
HOMO: -9.116 eV
ΔE to the lowest compared entry with this formula, charge and spin: 192.0 kcal per mole
HOMO-LUMO gap: 0.364 hartree

Charges per atom according to Löwdin partitioning, unit e:
1. O -0.118
2. H 0.182
3. H 0.216
4. C -0.551
5. H 0.161
6. O -0.013
7. N 0.107
8. H 0.161
9. H 0.150
10. H 0.152
11. C -0.193
12. C -0.215
13. C -0.126
14. O -0.060
15. H 0.147



# 2
The following is a DFT calculation (ωB97M-V/def2-TZVPD) of C24H42Cl3MnN4O3SSi as an isolated structure at a distorted geometry.

The geometry in XYZ format:
```
79
Properties=species:S:1:pos:R:3:forces:R:3
H 0.0358 0.9882 -3.5568 0.054 -0.343 0.014
H 2.1106 -1.3895 -1.7880 0.059 0.057 0.062
Mn 3.1018 -0.3421 2.7042 0.013 1.328 -0.433
H -1.0959 1.1695 3.5190 0.275 -0.040 -0.021
C -3.4939 0.4898 -0.3618 -0.640 -0.707 0.102
H 2.4338 -2.3603 -3.9827 -0.279 0.017 0.010
N 0.1520 4.2102 1.8664 -0.016 0.067 0.176
H -1.2500 2.9530 -1.3679 0.240 -0.119 0.079
C 2.1154 2.5197 -1.0137 0.078 0.331 0.010
H 2.0370 -3.1289 0.8835 0.268 0.016 0.241
C 2.1785 1.1316 -1.1132 -0.292 0.111 -0.260
C -0.2266 1.0486 -1.2980 -0.065 0.289 -0.203
H 0.2914 -5.2899 -2.1428 -0.088 0.258 0.360
C 0.3395 -4.1945 -2.1213 0.928 0.200 -0.447
H 1.1856 0.2184 -6.0869 -0.250 -0.042 0.095
C 0.2039 0.2297 -5.5860 -0.139 0.234 -0.547
H -3.2272 1.5521 -0.1531 -0.164 -0.291 -0.024
C -0.9803 5.1174 1.7521 0.213 -0.038 -0.016
H 1.3855 -4.7793 0.8287 -0.057 0.291 -0.194
Si -0.1125 -3.2340 -0.4634 -0.245 -5.179 -0.045
H -1.5016 1.6279 6.0177 -0.083 0.070 0.115
C -0.0269 2.8910 2.0666 -0.793 -0.327 -0.138
N 0.8115 -0.5746 5.3378 -0.136 0.127 -0.122
O 0.1708 -1.7771 -1.1750 0.372 2.422 -1.078
C 1.0955 -0.9942 -1.9295 -0.779 -0.534 0.912
H 1.5706 5.5308 2.6821 0.004 -0.177 -0.158
H -3.8545 -1.8198 -1.3689 0.065 0.066 -0.157
H 1.3254 -2.6185 5.2902 0.156 0.365 0.061
H 0.3151 -0.0114 7.3558 -0.079 0.041 -0.052
N -0.6241 0.6834 4.3014 0.387 -0.040 0.370
H -0.4172 -0.5490 -6.0545 0.181 0.154 0.166
H -2.3993 -1.5783 -2.3659 -0.244 -0.047 0.054
H 2.2364 4.0336 1.9503 -0.127 0.180 -0.044
H -0.2579 1.2004 -5.8123 0.079 -0.246 -0.076
C 0.8654 -0.9655 -3.4582 -0.275 0.671 -0.112
H -1.8242 -5.1542 -0.9059 -0.129 -0.124 -0.034
O -3.8871 -0.2762 0.5054 0.435 1.013 -0.892
H -1.4827 -5.1099 0.8357 -0.209 -0.046 0.094
C 0.3776 -0.1997 4.1057 -0.248 -0.079 -0.016
C 0.1038 0.1229 6.3089 -0.186 0.286 -0.482
C 1.4031 -2.1053 -4.2697 -0.038 -0.141 -0.668
H 0.8674 4.2684 -1.2872 0.026 -0.259 0.223
Cl 4.5020 -1.9042 2.9139 1.640 -1.761 0.364
C -3.4124 -1.2051 -2.1551 0.312 -0.008 -0.007
Cl 3.7835 1.7516 2.3329 0.167 0.866 -0.008
S 0.9065 -0.7930 2.5884 -1.870 -0.211 0.225
H 1.3932 -1.8337 -5.3344 0.248 -0.048 0.267
C -1.0364 -5.0170 -0.1586 -0.323 0.074 0.712
H -1.1269 0.4383 -1.3690 0.361 0.205 -0.030
H 0.6445 -3.5740 1.8890 0.080 0.001 -0.258
C 1.7621 -1.6536 5.5920 0.098 -0.137 -0.059
H -3.9957 -1.2430 -3.0814 -0.093 -0.049 0.167
H -3.4395 2.1991 -2.2186 -0.017 -0.242 -0.185
C -0.2871 2.4441 -1.2878 0.156 -0.345 0.245
H 1.9729 -1.6643 6.6690 0.019 0.005 -0.367
N -3.3176 0.1733 -1.6983 -0.633 0.461 0.468
H 1.3805 -3.9532 -2.3800 -0.114 0.111 -0.386
H 3.0289 3.0939 -0.8256 -0.330 -0.197 -0.121
C 0.3371 0.0968 -4.1015 0.366 -0.433 0.656
C 0.8959 3.1796 -1.1985 0.159 0.018 0.024
O -1.1509 2.3638 2.1835 1.122 0.544 0.050
H -0.9747 5.5992 0.7655 -0.022 -0.109 0.116
H 1.6314 5.3603 0.9082 0.001 -0.154 0.176
H 2.6963 -1.5113 5.0188 -0.425 -0.072 0.379
H 0.7980 -3.0117 -4.1964 0.232 0.213 0.165
H -0.3311 -3.8651 -2.9257 0.137 0.127 0.051
C -3.4975 1.2141 -2.7031 0.458 -0.174 0.234
C 1.1163 -3.7178 0.9074 0.446 0.644 -0.084
H -1.9124 4.5676 1.8887 0.195 0.031 -0.017
H -2.7049 1.1426 -3.4643 -0.182 0.086 0.153
H 0.9228 2.3088 2.1003 -0.436 0.220 0.049
H -0.3076 -5.8285 -0.2596 -0.040 0.000 -0.116
C 1.0130 0.4151 -1.3771 0.445 -0.095 -0.035
H -0.8893 5.9045 2.5112 -0.094 -0.109 -0.073
H -4.4752 1.1166 -3.2061 0.231 0.037 0.166
Cl -1.8067 -2.4722 0.5782 -0.604 1.231 0.399
C -0.7761 0.9292 5.6552 0.297 -0.635 -0.129
H 3.1295 0.5985 -1.0605 -0.165 0.233 -0.036
C 1.4761 4.8160 1.8507 -0.093 -0.143 -0.083
```
Positions in Å, forces in eV/Å.

Computed properties:
LUMO (spin up / spin down): 2.2 / 2.2 eV
total charge: -1
2S+1: 6
HOMO (spin up / spin down): -3.361 / -3.360 eV
ΔE to the lowest compared entry with this formula, charge and spin: 53.0 kcal per mole
HOMO-LUMO gap (spin up / spin down): 0.205 / 0.203 hartree

Charges per atom according to Löwdin partitioning, unit e:
1. H 0.085
2. H 0.147
3. Mn -0.109
4. H 0.113
5. C -0.343
6. H 0.092
7. N -0.185
8. H 0.094
9. C -0.103
10. H -0.012
11. C -0.039
12. C -0.037
13. H 0.010
14. C -0.198
15. H 0.076
16. C -0.119
17. H 0.127
18. C -0.041
19. H 0.025
20. Si -0.080
21. H 0.112
22. C -0.294
23. N -0.123
24. O -0.260
25. C -0.260
26. H 0.088
27. H 0.068
28. H 0.110
29. H 0.115
30. N 0.093
31. H 0.078
32. H 0.078
33. H 0.032
34. H 0.064
35. C -0.188
36. H -0.003
37. O -0.035
38. H -0.026
39. C -0.675
40. C -0.050
41. C -0.062
42. H 0.092
43. Cl -0.081
44. C -0.063
45. Cl -0.108
46. S 0.676
47. H 0.059
48. C -0.346
49. H 0.101
50. H -0.009
51. C -0.021
52. H 0.080
53. H 0.074
54. C -0.089
55. H 0.094
56. N -0.216
57. H 0.009
58. H 0.099
59. C -0.105
60. C -0.122
61. O -0.050
62. H 0.088
63. H 0.083
64. H 0.026
65. H 0.050
66. H 0.013
67. C -0.078
68. C -0.228
69. H 0.084
70. H 0.081
71. H 0.101
72. H -0.011
73. C -0.178
74. H 0.086
75. H 0.085
76. Cl 0.361
77. C -0.056
78. H 0.115
79. C -0.061



# 3
The following is a DFT calculation (ωB97M-V/def2-TZVPD) of one molecule with the formula C4H2N2O at a distorted geometry.

The geometry in XYZ format:
```
9
Properties=species:S:1:pos:R:3:forces:R:3
O -1.5123 -1.8155 0.6422 0.179 0.423 -0.037
H -1.4383 1.3625 0.5353 -0.019 -0.186 0.004
H -2.8465 0.3387 0.5965 0.129 -0.007 -0.010
C 1.5399 -0.1343 0.5883 -0.589 -0.045 0.008
N -1.8435 0.4404 0.5596 -0.090 -0.018 -0.002
C 0.3620 -0.3923 0.5667 0.626 0.101 0.040
N 3.9597 0.6365 0.7102 -1.033 -0.440 -0.094
C 2.8666 0.2559 0.6440 0.906 0.359 0.073
C -1.0833 -0.6828 0.5905 -0.108 -0.187 0.019
```
Positions in Å, forces in eV/Å.

Computed properties:
LUMO: -0.4 eV
HOMO: -10.950 eV
ΔE to the lowest compared entry with this formula, charge and spin: 16.4 kcal per mole
HOMO-LUMO gap: 0.386 hartree

Charges per atom according to Löwdin partitioning, unit e:
1. O 0.085
2. H 0.112
3. H 0.119
4. C 0.004
5. N 0.167
6. C 0.113
7. N 0.169
8. C -0.220
9. C -0.551



# 4
The following is a DFT calculation (ωB97M-V/def2-TZVPD) of a 2-piece molecular cluster, C3H10NSi overall at a distorted geometry.

The geometry in XYZ format:
```
15
Properties=species:S:1:pos:R:3:forces:R:3
H -0.1959 -2.4802 0.8073 0.585 1.596 -1.512
N -0.3607 -1.8079 -0.0196 -3.276 -1.488 1.544
H 3.4193 -0.4937 0.7435 -1.244 1.386 0.348
Si 2.3481 0.6608 0.5428 -1.051 -3.745 -2.529
H 2.2832 1.8695 1.2638 -0.113 0.847 0.854
H 2.1764 0.7284 -0.9423 0.350 0.504 0.506
C -0.1721 -0.3589 0.2684 0.489 1.678 4.947
H -1.4801 -2.0641 -0.1683 3.423 0.918 -0.539
C -1.7464 1.4962 -0.3317 -0.135 0.576 0.056
C -0.8745 0.5315 -0.6527 -1.010 -0.113 0.404
H -0.7813 0.2626 -1.6661 0.186 -0.086 -1.436
H -0.6494 -0.2499 1.3353 1.116 0.087 -1.903
H -2.3379 2.0412 -1.1087 0.832 -0.546 0.731
H -1.8977 1.8373 0.7115 0.045 -0.411 -0.683
H 0.2689 -1.9727 -0.7833 -0.196 -1.204 -0.787
```
Positions in Å, forces in eV/Å.

Computed properties:
LUMO: -4.3 eV
total charge: +1
HOMO: -12.570 eV
ΔE to the lowest compared entry with this formula, charge and spin: 70.1 kcal per mole
HOMO-LUMO gap: 0.302 hartree

Charges per atom according to Löwdin partitioning, unit e:
1. H 0.194
2. N 0.098
3. H -0.072
4. Si 0.841
5. H -0.127
6. H -0.111
7. C -0.339
8. H 0.251
9. C 0.037
10. C -0.277
11. H 0.083
12. H 0.121
13. H 0.087
14. H 0.079
15. H 0.135



# 5
The following is a DFT calculation (ωB97M-V/def2-TZVPD) of one molecule with the formula CHClNOP at a distorted geometry.

The geometry in XYZ format:
```
6
Properties=species:S:1:pos:R:3:forces:R:3
C 1.6006 -0.0840 -0.0315 -7.811 -3.726 -0.175
H -1.9127 -0.9042 -0.0574 -0.924 -1.118 -0.968
Cl -1.5343 1.5768 -0.3225 -0.213 0.748 -0.431
O 2.6688 0.2729 -0.2278 -0.167 -0.008 0.190
P -1.1252 -0.1266 0.7031 1.740 0.544 1.401
N 0.3028 -0.7349 -0.0638 7.374 3.560 -0.016
```
Positions in Å, forces in eV/Å.

Computed properties:
LUMO: 0.2 eV
HOMO: -9.323 eV
ΔE to the lowest compared entry with this formula, charge and spin: 29.4 kcal per mole
HOMO-LUMO gap: 0.352 hartree

Charges per atom according to Löwdin partitioning, unit e:
1. C -0.244
2. H -0.139
3. Cl 0.096
4. O 0.205
5. P 0.374
6. N -0.291